An isolated ion of composition C2H2NO2S and charge +1 in a non-equilibrium geometry. Source: the Open Molecules 2025 dataset; level of theory: ωB97M-V/def2-TZVPD.

Each line ends with the Löwdin charge.
Geometry (Å):
S -0.7718 1.8691 -0.4510  1.10
O 2.6729 -0.9099 -0.2605  0.24
O 0.4793 -0.7872 -0.6858  -0.11
N 1.7506 -0.7569 0.3614  0.17
C -0.7131 -0.2153 -0.3951  -0.35
C -0.8843 0.7197 0.7188  -0.35
H -1.0273 0.7042 1.8319  0.13
H -1.5063 -0.6237 -1.1198  0.18

Force components x, y, z for each atom (eV/Å):
-0.17 -0.84 1.49
-1.37 0.07 0.93
-2.62 0.82 -0.16
1.66 0.09 -0.34
1.88 -1.77 -1.38
-0.49 0.79 -0.91
0.28 0.00 -1.21
0.82 0.85 1.57

Calculated values
- energy relative to the best compared isomer or geometry (same formula, charge and spin) (kJ/mol) = 0.0
- charge = +1

An isolated ion of composition C2H2NO3 and charge -1 in a non-equilibrium geometry. Source: the Open Molecules 2025 dataset; level of theory: ωB97M-V/def2-TZVPD.

Each line ends with the Löwdin charge.
Geometry (Å):
O 0.4909 -0.5170 2.5454  -0.07
O 1.8687 -1.0958 0.9039  -0.02
O -0.4971 0.1988 -0.4505  -0.23
N 0.3287 1.0686 -1.1158  0.05
C -0.5111 -0.8441 0.4365  0.02
C 0.7935 -0.9033 1.3949  -0.77
H -1.4116 -0.8394 0.9780  0.06
H 1.2096 0.8665 -0.7660  -0.03

Force components x, y, z for each atom (eV/Å):
-0.50 -0.44 -0.01
2.58 -0.83 -1.58
-1.90 -0.56 0.08
-2.47 -0.97 0.25
4.07 2.51 -0.38
-2.87 1.22 0.55
-1.61 -0.19 0.08
2.70 -0.74 1.00

Calculated values
- energy relative to the best compared isomer or geometry (same formula, charge and spin) (kJ/mol) = 578.0
- charge = -1

An isolated ion of composition C2H2NO3 and charge -1 in a non-equilibrium geometry. Source: the Open Molecules 2025 dataset; level of theory: ωB97M-V/def2-TZVPD.

Each line ends with the Löwdin charge.
Geometry (Å):
O 0.4295 0.2176 2.6215  -0.32
O 2.4733 -1.8483 1.0834  0.02
O 0.4705 -2.9104 1.2032  -0.02
N 0.5561 -0.5232 1.2061  -0.10
C -0.0138 0.0311 0.2346  -0.01
C 1.2841 -1.9775 1.1692  -0.71
H 0.3605 -0.3943 -0.7627  0.11
H -0.6760 0.7775 0.3055  0.03

Force components x, y, z for each atom (eV/Å):
0.16 -2.53 -4.38
1.21 0.09 -0.09
0.57 1.42 0.01
-0.94 2.24 5.39
3.51 -3.89 -2.41
-1.26 -0.89 -0.08
-1.21 0.60 1.13
-2.02 2.97 0.44

Calculated values
- energy relative to the best compared isomer or geometry (same formula, charge and spin) (kJ/mol) = 446.4
- SMILES = C=[N+]([O-])C(=O)[O-]
- charge = -1

A 2-piece molecular cluster, C2H2NO3S overall in a non-equilibrium geometry. Source: the Open Molecules 2025 dataset; level of theory: ωB97M-V/def2-TZVPD.

Each line ends with the Löwdin charge.
Geometry (Å):
S -1.7686 0.5328 0.3217  0.65
O -0.5252 -1.4534 -0.2417  -0.12
O 1.6734 -1.8081 0.1259  -0.01
O -3.2105 0.5868 -0.0096  -0.59
N -1.0091 1.6223 -0.4003  -0.37
C 0.6452 -1.1256 -0.0463  -0.84
C 1.1164 0.2994 0.0359  0.15
H 1.7001 0.6628 -0.7937  0.06
H 1.3782 0.6830 1.0079  0.06

Force components x, y, z for each atom (eV/Å):
-0.87 1.77 -0.25
0.37 -0.69 -0.33
0.47 0.08 0.09
0.23 -0.41 0.29
1.98 -1.49 0.56
-0.30 -0.17 -0.13
-1.64 0.57 -0.20
-0.15 0.21 -0.16
-0.08 0.11 0.13

Calculated values
- energy relative to the best compared isomer or geometry (same formula, charge and spin) (kJ/mol) = 330.5
- charge = -1

An isolated ion of composition C2H2NO3S2 and charge -1 in a non-equilibrium geometry. Source: the Open Molecules 2025 dataset; level of theory: ωB97M-V/def2-TZVPD.

Each line ends with the Löwdin charge.
Geometry (Å):
S -1.8101 0.5544 0.4700  0.68
S -1.4310 -1.8537 0.1597  0.42
O -0.0843 -1.1549 -0.7145  -0.77
O -2.3571 0.8147 1.8135  -0.58
O 0.9610 1.7335 -1.2666  0.04
N -0.3124 0.9954 0.4896  -0.24
C 1.2302 -0.4437 -0.3162  -0.09
C 0.5953 0.9201 -0.4546  -0.68
H 1.8977 -0.8424 -1.0101  0.08
H 1.3107 -0.7233 0.8291  0.15

Force components x, y, z for each atom (eV/Å):
0.64 0.63 0.80
1.91 1.31 0.15
0.35 -1.27 -1.27
-0.15 -0.32 -0.63
0.06 0.93 -0.64
-2.94 1.12 1.81
-4.40 -1.86 3.72
2.37 -0.90 -0.67
1.41 -0.28 -0.92
0.76 0.64 -2.36

Calculated values
- energy relative to the best compared isomer or geometry (same formula, charge and spin) (kJ/mol) = 301.4
- charge = -1

A 2-piece molecular cluster, C2H2NO4 overall in a non-equilibrium geometry. Source: the Open Molecules 2025 dataset; level of theory: ωB97M-V/def2-TZVPD.

Each line ends with the Löwdin charge.
Geometry (Å):
O -0.8512 1.8720 -0.4220  0.00
O 1.2665 0.2292 1.2287  -0.18
O 1.9885 -0.9944 -0.8966  -0.13
O -1.7748 -0.2416 -0.4576  -0.08
N 2.6263 -0.5708 -0.0100  -0.03
C -0.7486 0.6987 -0.0624  -0.53
C 0.0908 -0.0444 0.7823  -0.30
H -2.0915 -0.0061 -1.4042  0.12
H -0.5061 -0.9426 1.2419  0.13

Force components x, y, z for each atom (eV/Å):
0.66 -0.83 0.02
-2.06 0.44 -0.01
0.54 0.07 0.09
-0.81 0.81 -2.51
0.31 -0.56 -0.96
-1.72 0.36 -1.13
1.00 -1.27 2.87
0.87 -0.14 2.57
1.22 1.12 -0.93

Calculated values
- energy relative to the best compared isomer or geometry (same formula, charge and spin) (kJ/mol) = 529.9
- charge = -1

A 2-piece molecular cluster, C2H2NO4 overall in a non-equilibrium geometry. Source: the Open Molecules 2025 dataset; level of theory: ωB97M-V/def2-TZVPD.

Each line ends with the Löwdin charge.
Geometry (Å):
O -2.8999 0.2683 -0.7692  -0.01
O -1.8396 0.7737 1.1835  0.02
O 3.6090 -0.4610 -0.3326  0.07
O -0.6895 -0.4446 -0.2564  -0.16
N 1.6308 0.4906 0.4665  0.17
C -2.0648 0.3139 0.1136  -0.75
C 2.5661 -0.0603 -0.0106  -0.50
H -0.8338 -1.1924 -0.8638  0.06
H 0.5217 0.3119 0.4689  0.10

Force components x, y, z for each atom (eV/Å):
-0.14 -0.16 0.17
-0.53 1.40 2.18
1.76 -1.05 -1.05
-1.05 -0.51 -0.43
-2.48 0.19 0.40
1.23 -1.24 -1.97
-1.03 0.98 1.15
0.03 0.69 0.21
2.20 -0.29 -0.66

Calculated values
- energy relative to the best compared isomer or geometry (same formula, charge and spin) (kJ/mol) = 65.1
- charge = -1

A 2-piece molecular cluster, C2H2NOS2 overall in a non-equilibrium geometry. Source: the Open Molecules 2025 dataset; level of theory: ωB97M-V/def2-TZVPD.

Each line ends with the Löwdin charge.
Geometry (Å):
S 1.4689 -2.0901 0.9596  0.31
S -0.2676 1.8084 -1.5425  0.45
O 2.2130 -0.2535 -0.7265  -0.13
N -1.3334 0.2127 0.3584  0.00
C -0.3274 0.4940 -0.5320  -0.80
C 1.3098 -0.7465 -0.1284  -0.91
H -1.1354 -0.4175 1.1074  0.04
H -1.9279 0.9925 0.5039  0.05

Force components x, y, z for each atom (eV/Å):
-1.53 0.79 -0.29
-0.12 -0.99 0.61
-0.40 0.27 -0.35
1.55 0.66 -1.85
0.76 -1.65 1.66
0.47 0.88 -0.47
0.20 -0.41 0.27
-0.93 0.45 0.42

Calculated values
- energy relative to the best compared isomer or geometry (same formula, charge and spin) (kJ/mol) = 121.1
- charge = -1

One molecule with the formula C2H2NPS in a non-equilibrium geometry. Source: the Open Molecules 2025 dataset; level of theory: ωB97M-V/def2-TZVPD.

Each line ends with the Löwdin charge.
Geometry (Å):
S 1.4861 -1.1157 0.0779  0.55
P -0.1661 -1.5422 1.4412  0.62
N -1.0881 -0.4062 0.8137  -0.44
C -0.7370 0.4510 -0.0914  -0.33
C 0.7057 0.2582 -0.5640  -0.52
H -1.2762 1.3278 -0.4646  0.09
H 1.0756 1.0271 -1.2130  0.03

Force components x, y, z for each atom (eV/Å):
-0.81 1.14 0.27
0.48 0.09 -1.17
-1.44 -0.39 1.42
5.49 -0.06 -1.87
-4.25 0.06 1.42
-0.20 -0.57 0.34
0.73 -0.28 -0.41

Calculated values
- energy relative to the best compared isomer or geometry (same formula, charge and spin) (kJ/mol) = 43.0
- charge = 0

A 2-piece molecular cluster, C2H2NPS overall in a non-equilibrium geometry. Source: the Open Molecules 2025 dataset; level of theory: ωB97M-V/def2-TZVPD.

Each line ends with the Löwdin charge.
Geometry (Å):
S -2.1280 0.6670 0.1671  0.64
P 2.4187 0.3465 0.7290  0.66
N -1.3955 -0.5962 -0.0722  -0.75
C 1.5705 1.4049 -0.0030  -0.57
C -0.9756 -1.6415 -0.3489  0.07
H 1.0710 2.3327 -0.2289  -0.07
H -0.5610 -2.5136 -0.2431  0.02

Force components x, y, z for each atom (eV/Å):
-2.49 5.13 1.02
-0.52 0.30 -0.67
1.88 -4.89 -1.21
0.61 0.05 1.09
-1.49 4.14 -0.14
-0.13 -0.38 -0.42
2.13 -4.36 0.33

Calculated values
- energy relative to the best compared isomer or geometry (same formula, charge and spin) (kJ/mol) = 439.1
- SMILES = C#[N+][S-].C#P
- charge = 0

Please write out number 6 again, unchanged.
A 2-piece molecular cluster, C2H2NO4 overall in a non-equilibrium geometry. Source: the Open Molecules 2025 dataset; level of theory: ωB97M-V/def2-TZVPD.

Each line ends with the Löwdin charge.
Geometry (Å):
O -0.8512 1.8720 -0.4220  0.00
O 1.2665 0.2292 1.2287  -0.18
O 1.9885 -0.9944 -0.8966  -0.13
O -1.7748 -0.2416 -0.4576  -0.08
N 2.6263 -0.5708 -0.0100  -0.03
C -0.7486 0.6987 -0.0624  -0.53
C 0.0908 -0.0444 0.7823  -0.30
H -2.0915 -0.0061 -1.4042  0.12
H -0.5061 -0.9426 1.2419  0.13

Force components x, y, z for each atom (eV/Å):
0.66 -0.83 0.02
-2.06 0.44 -0.01
0.54 0.07 0.09
-0.81 0.81 -2.51
0.31 -0.56 -0.96
-1.72 0.36 -1.13
1.00 -1.27 2.87
0.87 -0.14 2.57
1.22 1.12 -0.93

Calculated values
- energy relative to the best compared isomer or geometry (same formula, charge and spin) (kJ/mol) = 529.9
- charge = -1